No. 1
Computed, not measured: a structure of composition C20H50BrNO13Sr in a non-equilibrium geometry, with ωB97M-V/def2-TZVPD.

Results
- E_LUMO (eV) = 0.2
- spin multiplicity = 1
- net charge = 0
- orbital gap (eV) = 8.28
- calculated total energy (hartree) = -4429.4180

Geometry as XYZ:
```
86
Properties=species:S:1:pos:R:3:forces:R:3:mulliken_charge:R:1
Sr -2.089471 0.599907 0.162458 -1.58 -0.71 0.66 0.681
Br -3.107663 3.404597 1.227423 0.18 -0.53 -0.22 -0.777
N -0.045994 -1.798453 0.324675 -0.05 -2.30 3.24 0.828
O -0.480236 -1.173371 -0.581998 -1.00 3.33 -5.47 -0.513
O 0.997623 -2.395059 0.270767 2.04 -0.90 -0.25 -0.652
O -0.761564 -1.845889 1.327141 -0.92 -0.05 2.24 -0.616
C 6.013687 -0.293123 -4.815072 0.46 -0.26 -0.18 -0.793
O 5.467690 0.131171 -3.634648 -1.75 0.98 1.22 -0.270
C 4.119869 0.656330 -3.723138 1.88 -1.13 0.77 -0.759
C 3.861850 1.200453 -2.359278 -0.86 0.49 0.84 -0.161
O 3.795380 0.369304 -1.203479 0.18 -0.09 -0.36 -0.152
C 3.288001 -0.963445 -1.423089 1.06 1.25 0.35 0.024
H 6.270510 0.564285 -5.437155 0.03 -0.03 -0.47 0.285
H 5.308391 -0.963741 -5.305930 0.26 -0.26 -0.49 0.320
H 6.923526 -0.794345 -4.484816 0.08 -0.27 -0.65 0.228
H 3.426502 -0.139051 -3.996470 -0.09 -0.11 -0.22 0.391
H 4.049086 1.487071 -4.425258 0.06 0.05 -0.23 0.530
H 2.898493 1.700137 -2.461071 -0.34 0.46 0.16 -0.036
H 4.639096 1.934223 -2.145810 -0.11 0.09 0.04 0.306
H 3.340336 -1.454328 -0.451282 -0.32 0.03 -0.18 -0.444
H 4.036751 -1.415540 -2.073542 -0.59 -0.58 -0.38 0.425
H 2.260787 -0.887316 -1.779644 0.00 -0.55 -0.19 0.082
C -0.914430 0.551614 -3.367716 0.31 -0.20 1.05 -0.811
O -1.951267 1.043317 -2.523738 0.06 -0.59 0.95 0.451
C -3.019934 1.773634 -3.043689 -1.15 -0.37 -0.93 -0.753
C -4.419345 1.213660 -2.604167 0.68 0.72 1.14 -0.811
O -4.444650 0.845508 -1.187160 1.25 0.05 -1.52 0.180
C -5.692012 0.947468 -0.567357 -1.09 0.47 -0.02 -0.866
H -0.500790 1.357233 -3.974326 -0.20 -0.26 -0.45 0.416
H -1.181424 -0.390868 -3.845786 -0.44 0.40 -0.75 0.256
H -0.140271 0.208182 -2.681541 0.15 0.32 0.16 -0.031
H -3.043878 1.703474 -4.131158 0.07 -0.22 -0.31 0.395
H -2.875687 2.842506 -2.886202 -0.23 0.07 0.73 0.343
H -4.714305 0.388506 -3.252400 0.15 -0.41 0.28 0.357
H -5.152805 2.000547 -2.780125 -0.04 0.20 0.08 0.485
H -6.458395 0.380822 -1.096207 -0.02 -0.35 -0.15 0.361
H -6.039651 1.980543 -0.563605 0.10 0.23 0.12 0.353
H -5.655478 0.595279 0.463528 0.39 -0.02 -0.18 -0.002
C -4.262915 -0.338119 3.139614 -1.61 -0.41 0.28 -1.252
O -4.068176 -0.799548 1.808483 1.04 0.83 -0.05 0.358
C -4.113813 -2.211206 1.624248 1.30 1.04 -0.44 -0.807
C -4.173918 -2.461954 0.099966 -2.13 -0.97 0.53 -0.820
O -3.244292 -1.821239 -0.712868 1.41 -0.31 -0.34 0.362
C -3.252853 -2.360112 -2.045354 -0.16 0.01 -0.07 -0.895
H -3.868912 -0.993380 3.916467 0.53 -0.09 -0.19 0.361
H -5.343257 -0.348393 3.284026 -0.33 -0.06 0.30 0.352
H -4.003499 0.702785 3.332816 0.62 -0.10 -0.68 0.345
H -4.845164 -2.631426 2.314649 -0.94 -0.25 -0.88 0.545
H -3.202161 -2.678628 1.996396 0.57 0.25 -0.12 0.210
H -5.110005 -2.199132 -0.392741 -0.85 0.09 0.78 0.477
H -4.141261 -3.548847 0.024463 0.44 -0.30 -0.25 0.444
H -2.238893 -2.520154 -2.411942 0.07 0.25 0.27 0.173
H -3.807104 -1.740285 -2.750146 0.13 0.63 0.15 0.159
H -3.784211 -3.306525 -2.145633 0.12 -0.29 0.62 0.422
C 1.820605 -2.271043 3.573731 -1.30 -0.86 0.08 -0.500
O 3.203232 -2.221146 3.670173 -0.07 -0.11 0.32 -0.439
C 3.853301 -1.948030 2.448665 0.59 -0.32 1.03 -0.565
C 4.079560 -0.464450 2.304094 0.86 0.38 -0.90 0.411
O 4.802123 0.085108 3.398406 0.45 -0.13 -0.79 -0.502
C 4.031794 0.581575 4.440977 0.04 0.05 0.76 -0.558
H 1.311737 -1.400158 3.160572 0.26 0.46 -0.05 0.034
H 1.391412 -2.492768 4.550840 0.24 0.32 0.27 0.391
H 1.476818 -3.106621 2.964042 0.15 -0.11 -0.41 0.329
H 3.393435 -2.479778 1.615676 -0.36 0.40 -0.24 0.371
H 4.824687 -2.418665 2.600325 0.28 0.16 -0.23 0.290
H 3.214764 0.138249 2.026640 -0.52 -0.06 0.47 -0.309
H 4.734605 -0.314358 1.445901 0.16 -0.09 -0.18 0.284
H 3.413178 1.421241 4.124145 -0.67 -0.19 -0.21 0.181
H 4.671809 1.047295 5.190365 0.43 -0.25 -0.06 0.302
H 3.522846 -0.257181 4.915907 -0.59 0.38 0.10 0.232
C -0.976405 1.067630 3.805971 0.10 0.52 -0.15 -0.856
O -0.628368 1.039831 2.434551 0.65 -1.13 -0.88 0.253
C 0.529801 1.787080 2.079118 -0.59 1.24 -0.98 0.061
C 0.909689 1.522958 0.607530 0.15 -1.87 0.31 -0.323
O -0.109210 1.711859 -0.394286 1.47 2.50 -0.61 0.597
C 0.091065 2.972919 -1.153733 -0.23 -0.42 0.70 -0.815
H -1.265881 2.099718 4.003665 -0.21 -0.01 0.56 0.323
H -0.157178 0.753940 4.452931 0.28 0.09 -0.08 0.248
H -1.796087 0.373785 3.992554 0.01 0.19 -0.31 0.073
H 1.418690 1.580092 2.675053 -0.08 -0.35 0.25 -0.273
H 0.258208 2.834337 2.211711 0.16 0.35 0.10 0.510
H 1.139559 0.458168 0.569101 -0.36 -0.46 -0.01 -0.506
H 1.894587 1.856875 0.281072 -0.16 1.03 0.19 0.574
H 0.923395 2.877124 -1.850982 0.16 -0.25 0.18 0.112
H 0.264832 3.801010 -0.466581 0.11 -0.15 0.13 0.395
H -0.790495 3.254325 -1.729716 -0.20 -0.55 0.26 -0.008
```
Positions in Å, forces in eV/Å.

No. 2
Computed, not measured: a structure of composition AgH16O8 in a non-equilibrium geometry, with ωB97M-V/def2-TZVPD.

Results
- E_LUMO (eV) = -3.3
- spin multiplicity = 1
- net charge = +1
- orbital gap (eV) = 9.37
- relative energy (zero: lowest compared OMol25 entry of this formula, charge and spin) (kJ/mol) = 64.51
- calculated total energy (hartree) = -758.2287

Geometry as XYZ:
```
25
Properties=species:S:1:pos:R:3:forces:R:3:mulliken_charge:R:1
Ag -0.037843 0.197095 0.170669 -0.62 0.49 -0.13 0.512
O 0.592521 -2.068659 -0.118114 1.10 0.07 -0.30 -0.604
H 1.433197 -2.177932 0.326208 0.38 -0.15 -0.01 0.259
H -0.019246 -2.509928 0.434604 -1.21 -0.85 0.93 0.292
O -0.545547 2.461881 1.010926 1.69 -0.07 0.87 -0.497
H -1.316573 2.374953 0.493528 -1.58 0.36 -0.70 0.338
H -0.565847 3.254957 1.549685 -0.31 0.11 -0.01 0.259
O 1.723956 0.250217 1.850411 -1.67 0.56 0.48 -0.520
H 2.609281 0.174660 1.599232 2.34 0.10 -0.62 0.270
H 1.582295 -0.496006 2.413702 -0.22 -0.72 0.73 0.298
O -1.009918 -0.784628 2.304034 2.83 2.16 -0.48 -0.464
H -0.646883 -0.281227 3.059240 -0.43 -0.24 -0.54 0.298
H -1.664622 -1.309256 2.648101 -2.59 -2.05 1.41 0.245
O -0.169764 2.076807 -1.923549 0.15 -0.88 0.00 -0.524
H -0.782535 2.778573 -2.020546 -1.58 0.89 -0.57 0.268
H 0.536736 2.593293 -1.565916 1.13 0.23 0.45 0.293
O 1.802820 0.367282 -1.132189 0.09 0.12 -0.46 -0.466
H 2.141950 1.256370 -1.120819 0.28 0.56 -0.18 0.276
H 2.561734 -0.172400 -0.962393 0.73 -0.63 -0.07 0.240
O -2.233924 -0.246033 -0.459307 -0.43 0.06 -0.04 -0.402
H -2.916159 -0.640122 0.110477 0.13 0.35 -0.71 0.251
H -2.572848 -0.037043 -1.348075 -0.07 -0.41 0.59 0.270
O -0.090330 -2.101069 -2.677167 0.16 1.55 -1.86 -0.628
H -0.549008 -2.891592 -2.870694 -0.63 -1.28 -0.12 0.296
H 0.136556 -2.070194 -1.772048 0.31 -0.32 1.33 0.441
```
Positions in Å, forces in eV/Å.

no.,highest occupied orbital energy (eV)
1,-8.09
2,-12.71